{
  "formula": "C28H23Cl64IN2O3PS",
  "method": "ωB97M-V/def2-TZVPD",
  "orbital_gap_ev": 9.18,
  "lumo_energy_ev": -2.28,
  "fmax_ev_per_a": 3.753,
  "total_charge": 1,
  "symbols": ["C", "C", "C", "C", "N", "C", "C", "C", "I", "C", "O", "C", "C", "C", "S", "P", "N", "O", "C", "O", "H", "H", "H", "H", "H", "H", "H", "H", "H", "H", "H", "H", "H", "H", "H", "H", "H", "H", "H", "H", "H", "H", "H", "C", "Cl", "Cl", "Cl", "Cl", "C", "Cl", "Cl", "Cl", "Cl", "C", "Cl", "Cl", "Cl", "Cl", "C", "Cl", "Cl", "Cl", "Cl", "C", "Cl", "Cl", "Cl", "Cl", "C", "Cl", "Cl", "Cl", "Cl", "C", "Cl", "Cl", "Cl", "Cl", "C", "Cl", "Cl", "Cl", "Cl", "C", "Cl", "Cl", "Cl", "Cl", "C", "Cl", "Cl", "Cl", "Cl", "C", "Cl", "Cl", "Cl", "Cl", "C", "Cl", "Cl", "Cl", "Cl", "C", "Cl", "Cl", "Cl", "Cl", "C", "Cl", "Cl", "Cl", "Cl", "C", "Cl", "Cl", "Cl", "Cl", "C", "Cl", "Cl", "Cl", "Cl"],
  "positions_angstrom": [[-7.32470, -1.05435, 1.75736], [-6.40430, -0.31013, 1.56344], [-5.39430, 0.69485, 1.12537], [-4.26880, 0.65728, 2.19123], [-3.02133, 1.43502, 1.80176], [-1.85717, 0.52175, 2.09954], [-1.66718, -0.68303, 1.15600], [-0.89006, -1.79082, 1.88948], [1.16654, -1.16704, 2.22754], [-2.93201, 2.51905, 2.84795], [-1.83384, 3.33749, 2.63030], [-1.94927, 4.45951, 3.54276], [-0.72605, 5.38735, 3.33968], [-3.07912, 1.96991, 0.42135], [-3.95529, 3.62683, 0.34879], [-1.29073, 2.34743, -0.32070], [-1.19207, 1.74686, -1.93342], [-1.17259, 3.98934, -0.53293], [-3.80097, 1.05964, -0.61640], [-4.99980, 0.42149, -0.19265], [-8.03925, -1.84179, 1.76249], [-5.90433, 1.67407, 1.18150], [-4.04840, -0.39363, 2.40902], [-4.71455, 1.05852, 3.11371], [-1.99508, 0.10135, 3.10913], [-0.89769, 1.05537, 2.15001], [-1.19292, -0.42754, 0.19596], [-2.65436, -1.10994, 0.88253], [-1.35632, -1.96838, 2.86569], [-0.82874, -2.70063, 1.28801], [-2.76595, 2.00591, 3.81794], [-3.89207, 3.05200, 2.97957], [-2.88636, 5.01867, 3.35615], [-2.02691, 4.06147, 4.56788], [-0.11258, 5.38593, 4.24960], [-1.08574, 6.39745, 3.10520], [-0.15892, 4.99006, 2.48708], [-3.90965, 3.95479, -0.96419], [-1.98561, 2.01508, -2.52041], [-1.13196, 0.73249, -1.89398], [-1.45414, 4.14438, -1.45130], [-3.12951, 0.26018, -0.97365], [-4.05600, 1.70432, -1.47174], [-3.01885, 8.82055, 4.43844], [-3.85876, 10.26757, 5.00536], [-4.15192, 7.79608, 3.53637], [-1.67596, 9.28119, 3.38154], [-2.38912, 7.92182, 5.82939], [5.31466, -1.15760, 1.10807], [4.42890, 0.20606, 1.81632], [4.22002, -2.11767, 0.10442], [6.63800, -0.53995, 0.10931], [5.97221, -2.16623, 2.40155], [5.00355, 4.36441, 1.26444], [5.21194, 4.56944, 3.00960], [5.89064, 5.63347, 0.41097], [5.61779, 2.77807, 0.78195], [3.28104, 4.47357, 0.85991], [-6.66929, 7.14077, -0.56609], [-6.04132, 8.72411, -0.09786], [-5.66456, 5.86625, 0.15771], [-8.33492, 6.97383, -0.00229], [-6.60817, 6.96744, -2.32342], [5.75977, -6.07783, 1.15916], [4.02144, -5.76221, 1.02625], [6.65459, -4.83081, 0.27682], [6.23560, -6.04583, 2.86297], [6.12275, -7.66361, 0.47377], [-8.95594, -2.97531, 5.31333], [-8.09079, -4.50706, 5.48510], [-8.48746, -2.20719, 3.77733], [-10.69740, -3.27378, 5.31649], [-8.53683, -1.90158, 6.65483], [-1.50725, 2.90599, 7.59201], [-1.58974, 2.17403, 9.20971], [-2.04036, 4.58743, 7.67037], [0.13900, 2.84414, 6.96089], [-2.58134, 2.01914, 6.49126], [-5.96460, -8.05123, 3.92467], [-5.93551, -9.81676, 3.90125], [-4.41176, -7.44164, 4.51663], [-6.25239, -7.44240, 2.28783], [-7.26068, -7.49580, 4.99432], [7.91684, -7.95387, -3.06894], [9.19893, -7.60185, -4.23377], [8.64552, -8.57477, -1.57903], [7.00110, -6.47358, -2.70819], [6.82250, -9.16840, -3.74238], [2.80375, 1.89266, 10.49702], [2.92623, 2.20336, 12.23270], [3.82176, 3.04305, 9.61668], [3.34249, 0.24347, 10.15184], [1.11855, 2.08266, 9.97804], [6.70447, -5.98405, -7.56877], [8.32981, -5.81071, -8.27455], [6.03381, -7.57164, -7.96140], [6.81548, -5.82210, -5.81170], [5.65237, -4.72459, -8.22438], [7.72208, -8.37036, -12.00406], [8.63334, -9.88280, -11.85768], [8.22921, -7.51574, -13.46780], [5.99185, -8.73257, -12.10138], [8.03041, -7.35463, -10.58649], [-1.02025, 12.98061, 5.51621], [-1.58695, 12.57526, 3.88962], [-0.66429, 11.49021, 6.40496], [0.44495, 13.96232, 5.40333], [-2.27666, 13.88861, 6.36709], [3.67840, -2.91369, -11.51972], [4.56191, -4.43487, -11.35632], [4.16316, -2.10423, -13.01482], [1.94005, -3.24146, -11.56258], [4.04750, -1.86943, -10.13675], [-3.73060, 5.84269, -5.27569], [-2.97080, 5.15452, -3.81908], [-3.00401, 7.41072, -5.62642], [-3.47718, 4.75193, -6.64006], [-5.46292, 6.04198, -4.98845], [9.27620, -14.29302, -12.71729], [10.68511, -14.89298, -11.83080], [9.09588, -12.55253, -12.43552], [9.49694, -14.58869, -14.44650], [7.82411, -15.13216, -12.15534]]
}

{
  "formula": "C28H23F40NO17Pd",
  "method": "ωB97M-V/def2-TZVPD",
  "orbital_gap_ev": [8.08, 8.24],
  "lumo_energy_ev": [3.56, 3.36],
  "spin_multiplicity": 3,
  "fmax_ev_per_a": 3.045,
  "total_charge": -2,
  "symbols": ["Pd", "O", "C", "O", "O", "H", "O", "C", "O", "O", "H", "O", "C", "O", "O", "H", "N", "O", "O", "O", "C", "C", "C", "F", "F", "F", "F", "O", "C", "C", "F", "F", "F", "F", "H", "H", "H", "H", "C", "C", "C", "F", "F", "F", "F", "O", "C", "C", "F", "F", "F", "F", "H", "H", "H", "H", "C", "C", "C", "F", "F", "F", "F", "O", "C", "C", "F", "F", "F", "F", "H", "H", "H", "H", "C", "C", "C", "F", "F", "F", "F", "O", "C", "C", "F", "F", "F", "F", "H", "H", "H", "H", "C", "C", "C", "F", "F", "F", "F", "O", "C", "C", "F", "F", "F", "F", "H", "H", "H", "H"],
  "positions_angstrom": [[13.86878, 11.93230, 10.43703], [12.41579, 8.42855, 12.14693], [12.83238, 9.74860, 12.12384], [12.37604, 10.50956, 13.01679], [13.69149, 9.94826, 11.19858], [12.57847, 8.23966, 13.11581], [10.51494, 11.63194, 8.17360], [11.58863, 11.76849, 9.01860], [12.65842, 11.07693, 8.89143], [11.50582, 12.65834, 9.85004], [10.74141, 11.15127, 7.32225], [13.87707, 13.38852, 8.01294], [15.12260, 12.72703, 7.78585], [15.44294, 12.22473, 8.89072], [15.59203, 12.70655, 6.61960], [13.67494, 14.09927, 7.38053], [14.61340, 13.89470, 12.70912], [15.04475, 13.57486, 11.51438], [15.21475, 14.80256, 13.31054], [13.66981, 13.27577, 13.30087], [10.52584, 12.36718, 18.37008], [10.95738, 11.94346, 19.76673], [12.20390, 11.04017, 19.86416], [12.51728, 10.87824, 21.23906], [11.81555, 9.83717, 19.41186], [11.08022, 13.01525, 20.51950], [9.96092, 11.20440, 20.26522], [11.51521, 13.25679, 17.87088], [11.48164, 13.55151, 16.60211], [12.59173, 14.63663, 16.38807], [12.11794, 15.77980, 17.02639], [13.73141, 14.20896, 16.99049], [11.69791, 12.45411, 15.79265], [10.27771, 13.99091, 16.20043], [9.54989, 12.91568, 18.47106], [10.29625, 11.52502, 17.75139], [13.12157, 11.29367, 19.34262], [12.80852, 14.80712, 15.31697], [16.57663, 9.48362, 11.44040], [18.09528, 9.42936, 11.07233], [18.59961, 8.23367, 10.18027], [18.23265, 7.02193, 10.79499], [18.14458, 8.16824, 8.94009], [18.57259, 10.60594, 10.56871], [18.81666, 9.24596, 12.23284], [16.26351, 10.25944, 12.57136], [16.01610, 9.69633, 13.74162], [15.26483, 10.67710, 14.68298], [14.96739, 10.12864, 15.84227], [16.12062, 11.74278, 14.89362], [15.28332, 8.52878, 13.60690], [17.13400, 9.18632, 14.40497], [16.17813, 8.51214, 11.58853], [16.14672, 10.12113, 10.65169], [19.69404, 8.27514, 10.32072], [14.46993, 11.18260, 14.18409], [16.87101, 15.99856, 10.83693], [16.43706, 17.42406, 11.01027], [15.61658, 17.63243, 12.25590], [16.39395, 17.55685, 13.36373], [15.05247, 18.93068, 12.12630], [17.49776, 18.27305, 11.20051], [15.67409, 17.87232, 9.93818], [17.44158, 16.08677, 9.47733], [18.35506, 15.17572, 9.29451], [18.05791, 13.69945, 9.68131], [19.03611, 13.00673, 9.09671], [18.09392, 13.63383, 11.08353], [18.81095, 15.31124, 8.01794], [19.52718, 15.43022, 10.14656], [16.04172, 15.38043, 10.77922], [17.63653, 15.67471, 11.57721], [14.79921, 16.96462, 12.41577], [17.07071, 13.35568, 9.44961], [10.27384, 14.52351, 12.13278], [11.27011, 15.66316, 12.25870], [10.55686, 17.00035, 12.01888], [11.43976, 17.98093, 12.35996], [10.13820, 17.16330, 10.74542], [11.63899, 15.76024, 13.57810], [12.33225, 15.42859, 11.43211], [9.08355, 14.97202, 12.86415], [8.28337, 14.05218, 13.43414], [7.40639, 14.62983, 14.54835], [6.70182, 15.64910, 13.95253], [6.62010, 13.69475, 15.16215], [7.36798, 13.45540, 12.57046], [8.94644, 12.98930, 13.93927], [10.64087, 13.63992, 12.65796], [10.01352, 14.18944, 11.10781], [9.62636, 17.02364, 12.67704], [8.00611, 15.06952, 15.37452], [18.92830, 12.55863, 14.76386], [18.56212, 13.93535, 15.10745], [17.39201, 14.18160, 16.10049], [17.43111, 13.22536, 17.04771], [17.58625, 15.35333, 16.72425], [19.65641, 14.50412, 15.65914], [18.31606, 14.53677, 13.93785], [19.46887, 11.96633, 15.96600], [20.36270, 11.01028, 15.89928], [20.69637, 10.46994, 17.28855], [20.99343, 9.14506, 17.19977], [21.75098, 11.09111, 17.80490], [19.94718, 9.95486, 15.11843], [21.56303, 11.50809, 15.24718], [19.66511, 12.60427, 14.01446], [18.10355, 11.96128, 14.48436], [16.40342, 14.16182, 15.63450], [19.80472, 10.57769, 17.94854]]
}

{
  "formula": "C28H23IrN3OPS",
  "method": "ωB97M-V/def2-TZVPD",
  "orbital_gap_ev": 7.15,
  "relative_energy_kj_mol": 33.6,
  "lumo_energy_ev": -7.05,
  "fmax_ev_per_a": 0.772,
  "total_charge": 2,
  "symbols": ["Ir", "C", "N", "C", "C", "N", "C", "S", "C", "C", "C", "C", "C", "N", "H", "H", "H", "H", "H", "H", "H", "H", "H", "O", "C", "C", "C", "C", "C", "C", "C", "P", "C", "C", "C", "C", "C", "C", "C", "C", "C", "C", "C", "C", "H", "H", "H", "H", "H", "H", "H", "H", "H", "H", "H", "H", "H", "H"],
  "positions_angstrom": [[1.00776, -0.06989, 0.32399], [-0.21507, -4.37379, -2.17749], [1.08634, -3.71196, -2.16529], [2.13947, -4.01120, -3.00113], [3.14430, -3.17559, -2.69668], [2.70918, -2.36181, -1.64915], [1.42111, -2.70504, -1.34923], [0.29141, -2.11911, -0.18569], [3.57606, -1.44180, -1.00034], [4.94678, -1.65698, -1.05486], [5.78826, -0.70807, -0.50838], [5.25030, 0.42703, 0.08660], [3.88266, 0.53493, 0.14241], [3.04667, -0.38112, -0.39119], [-0.16052, -5.21374, -2.86297], [-0.97936, -3.67303, -2.50978], [-0.45613, -4.74093, -1.18199], [2.07167, -4.78201, -3.74777], [4.10766, -3.05136, -3.15267], [5.34515, -2.55879, -1.49250], [6.85901, -0.85747, -0.53543], [5.87731, 1.19251, 0.51854], [3.41433, 1.38039, 0.63563], [1.12944, -1.24080, 2.87020], [0.68285, -0.29961, 2.29250], [0.05042, 0.88778, 2.90739], [0.27956, 1.26645, 4.23019], [-0.30787, 2.42938, 4.69010], [-1.11242, 3.21103, 3.85880], [-1.36625, 2.82892, 2.55299], [-0.78806, 1.65273, 2.08326], [-1.05763, 0.86454, 0.50639], [-2.54451, -0.13196, 0.59880], [-2.91258, -0.90551, -0.50560], [-4.06755, -1.66530, -0.45912], [-4.85548, -1.66300, 0.68675], [-4.49445, -0.89266, 1.78118], [-3.34098, -0.12196, 1.74097], [-1.28330, 2.13046, -0.74617], [-0.20772, 2.97241, -1.03888], [-0.35789, 4.00105, -1.95046], [-1.58600, 4.19560, -2.57259], [-2.65827, 3.36418, -2.28475], [-2.51313, 2.32995, -1.37185], [0.91464, 0.66291, 4.86377], [-0.13565, 2.74675, 5.70972], [-1.54955, 4.12185, 4.24490], [-2.00953, 3.42357, 1.91684], [-2.31144, -0.89298, -1.40712], [-4.36326, -2.25317, -1.31756], [-5.75686, -2.25960, 0.72134], [-5.11121, -0.88596, 2.66915], [-3.07109, 0.47928, 2.59942], [0.74969, 2.83581, -0.54298], [0.47346, 4.65553, -2.17346], [-1.70586, 5.00298, -3.28185], [-3.61240, 3.52237, -2.76821], [-3.35345, 1.68585, -1.14869]]
}